Computed, not measured: a molecular structure, C31H46N5O2S3SeSiZr, with wB97M-V/def2-TZVPD.

The geometry in XYZ format:
```
90
Properties=species:S:1:pos:R:3:forces:R:3:lowdin_charge:R:1
H 3.095 1.527 -3.580 0.043 0.035 -0.023 0.09
C 2.505 0.714 -3.180 -0.078 -0.036 0.030 -0.16
C -2.406 -1.711 -2.816 -0.017 -0.016 0.026 -0.29
C 3.193 1.484 1.973 0.037 -0.132 -0.135 -0.07
N 0.359 2.752 0.437 -0.013 -0.055 0.131 -0.34
H -0.853 2.034 4.712 -0.021 0.012 -0.015 0.05
H -3.354 -3.110 -1.494 -0.029 0.005 0.009 0.12
Se -0.271 4.408 0.656 -0.307 0.043 -0.171 1.28
S 2.931 3.777 -1.370 0.057 0.019 -0.053 0.94
S -2.624 -0.145 -1.940 -0.140 0.365 -0.052 1.13
C -0.223 -0.091 1.505 -0.062 0.143 0.115 -0.39
C -4.718 -1.487 1.240 -0.027 0.004 -0.054 -0.05
H 3.757 0.558 2.010 -0.011 -0.006 0.023 0.14
C 0.601 3.355 -2.913 0.127 0.037 -0.017 -0.24
C 4.116 1.197 -1.383 -0.039 0.134 -0.027 -0.23
C 1.459 2.684 1.167 -0.041 0.178 0.076 -0.57
S 1.504 -2.865 -1.214 0.084 -0.135 0.096 1.14
Si -1.427 0.843 2.639 -0.049 0.083 -0.003 0.44
H -0.733 -1.017 1.201 -0.029 -0.005 -0.030 -0.01
C 1.267 -5.056 0.446 0.036 0.007 -0.047 -0.06
H 0.009 3.938 -2.208 -0.044 0.005 -0.009 0.08
H 2.931 -0.397 -1.547 0.018 -0.003 -0.006 0.08
H 2.823 -0.183 -3.714 0.039 0.001 0.011 0.14
N 2.792 0.593 -1.722 0.032 0.009 0.022 -0.13
H -5.161 0.905 -1.776 0.008 0.007 0.028 0.12
H -1.488 -1.543 -3.384 -0.005 -0.015 -0.061 0.08
O 1.083 -1.402 -0.905 0.017 0.092 0.075 -0.70
N 1.010 4.882 1.729 0.247 0.015 0.155 -0.15
N 0.411 1.927 -2.541 -0.012 -0.040 0.048 -0.15
H 0.286 -4.584 -2.222 -0.014 -0.043 -0.033 0.11
H 0.583 -0.418 2.176 -0.007 0.051 -0.041 0.01
C -6.091 0.034 -0.044 -0.053 -0.015 0.062 -0.03
H 2.188 -2.994 3.590 -0.001 0.001 0.000 0.12
C -3.666 -1.298 0.364 -0.058 -0.049 -0.051 -0.09
H -2.744 -1.162 3.277 0.017 -0.009 0.047 0.01
H 1.782 -5.422 3.770 0.003 0.006 -0.006 0.13
H -3.185 2.550 2.235 0.047 0.013 -0.013 0.05
N 2.161 1.517 1.163 -0.126 0.035 0.088 0.00
H -2.716 -1.785 0.539 -0.053 -0.003 0.004 0.10
H 1.032 -5.652 -0.425 -0.009 -0.022 -0.032 0.12
H 1.210 -6.740 1.761 -0.002 0.003 0.004 0.13
O -1.270 0.176 -1.230 -0.001 -0.334 0.125 -0.69
Zr 0.600 0.586 -0.419 0.195 -0.240 -0.446 1.78
C 1.699 -4.931 2.810 0.002 0.006 0.026 -0.02
C -2.212 -0.369 3.807 0.005 -0.195 0.018 -0.16
H -2.488 2.056 0.685 0.009 0.067 -0.048 0.00
H -1.456 -0.840 4.441 -0.041 -0.010 0.015 0.05
C 1.833 -2.934 1.481 0.023 0.019 -0.124 -0.09
C -1.234 -3.346 -1.198 -0.029 0.027 -0.103 -0.21
H -0.592 1.793 -2.637 0.001 0.015 -0.003 0.09
H 0.916 1.271 -4.510 -0.031 -0.046 -0.022 0.15
C 1.826 3.855 1.894 -0.123 -0.079 0.001 -0.39
H 5.167 3.044 -1.234 0.030 -0.013 -0.002 0.09
H -0.581 3.111 3.368 0.062 0.017 -0.027 0.01
H 2.019 -1.872 1.391 0.002 -0.079 0.027 0.08
H -1.085 -2.538 -0.479 0.029 0.000 -0.029 0.07
H 3.294 4.635 3.310 0.005 -0.001 -0.005 0.15
C -3.849 -0.444 -0.724 0.108 -0.133 0.057 -0.42
C 2.976 3.779 2.729 0.015 -0.026 0.033 0.08
C 1.486 -3.686 0.364 0.025 0.126 0.107 -0.38
H -6.749 -0.984 1.720 0.002 -0.001 -0.002 0.13
H 0.486 0.010 -3.360 -0.068 0.003 -0.004 0.10
H -1.441 -4.246 -0.622 0.042 -0.007 0.035 0.13
H 4.536 2.788 -2.829 0.024 0.001 -0.004 0.08
H -4.604 -2.153 2.085 -0.007 0.013 0.008 0.12
H 0.594 1.829 3.755 0.030 0.022 0.012 0.03
H 0.169 3.518 -3.905 -0.025 0.004 -0.005 0.14
C 1.376 -5.674 1.683 -0.013 0.032 -0.041 -0.03
H -2.929 0.129 4.464 0.010 0.006 -0.008 0.05
H -3.638 1.017 1.520 0.067 0.096 0.030 0.01
H -7.029 0.551 -0.195 0.002 -0.008 0.008 0.13
C 1.029 0.953 -3.470 0.074 0.072 0.002 -0.18
C -2.798 1.699 1.670 0.011 0.007 0.081 -0.16
H 0.036 -3.026 -2.974 0.000 -0.014 -0.037 0.09
C -5.929 -0.827 1.032 0.030 0.000 -0.028 -0.01
C 2.018 3.910 -2.936 -0.005 -0.121 0.107 -0.42
C 3.625 2.581 2.768 0.059 0.107 0.073 0.01
C -5.044 0.236 -0.931 0.023 -0.006 -0.090 -0.06
H 2.620 3.480 -3.733 0.004 0.026 -0.031 0.08
C 4.300 2.664 -1.773 -0.133 -0.080 0.029 -0.43
C 0.049 -3.541 -2.012 -0.095 0.085 0.116 -0.29
C -2.442 -3.043 -2.086 0.095 -0.028 0.068 -0.19
H -3.230 -1.656 -3.534 0.015 0.014 -0.017 0.12
H 4.906 0.619 -1.871 0.013 -0.004 -0.001 0.14
C 1.927 -3.565 2.709 -0.004 -0.067 0.056 -0.04
H 4.254 1.086 -0.311 0.006 -0.026 -0.004 0.09
H 1.940 4.973 -3.159 -0.032 0.017 -0.039 0.09
H 4.494 2.445 3.397 -0.004 -0.018 -0.014 0.13
C -0.469 2.074 3.691 0.027 0.028 -0.060 -0.16
H -2.536 -3.813 -2.856 0.003 0.006 -0.007 0.14
```
Forces are in eV/Å.

charge	+3
HOMO-LUMO gap	0.2548	Eh
maximum force	0.5	eV/Å
HOMO level	-0.5981	Eh

=====

Computed, not measured: 8 unconnected molecules or ions with the total composition C31H46O24, with wB97M-V/def2-TZVPD.

The geometry in XYZ format:
```
101
Properties=species:S:1:pos:R:3:forces:R:3:lowdin_charge:R:1
H -6.325 10.705 2.202 0.200 -0.206 -0.008 0.07
H -6.954 0.870 3.328 -0.239 0.069 0.296 0.13
C -7.340 1.528 -2.914 -1.158 -4.043 -3.131 -0.69
H -6.854 3.331 3.287 0.009 -0.281 -0.103 0.07
O -1.015 10.956 1.055 -1.794 -0.342 1.186 0.15
O -2.328 9.711 2.486 0.196 0.710 -0.883 0.06
H -2.740 2.555 2.610 0.166 0.108 -0.006 0.14
C -3.602 8.258 -1.136 -0.998 -0.320 -0.579 -0.31
H -7.573 0.187 4.862 0.117 -0.245 0.262 0.12
C -2.754 3.983 1.035 0.313 -0.058 -0.647 -0.02
H -3.876 10.354 -1.414 -0.254 0.029 -0.060 0.08
C -1.630 7.295 -0.493 -4.518 1.167 -1.053 -0.62
C -7.432 8.838 4.569 -0.500 -1.815 -0.891 -0.04
C -8.222 5.626 0.032 0.251 -0.753 -1.065 -0.06
C -1.413 1.733 1.089 -0.409 1.155 0.510 -0.08
H -2.012 0.843 1.285 0.286 -0.116 -0.079 0.12
C -6.424 2.116 5.065 0.542 -0.816 -1.675 -0.26
C -6.884 7.411 0.394 0.883 -1.490 -0.602 -0.56
H -9.196 0.108 -6.588 0.085 -0.127 0.251 0.09
C -4.210 11.053 2.362 0.342 -0.291 0.043 -0.32
O -0.107 1.607 1.669 -0.585 0.502 0.128 0.04
C -4.074 3.401 -4.030 0.099 2.024 -0.514 -0.05
H -4.143 8.927 1.854 -0.006 -0.071 0.041 0.12
H -7.494 0.533 -6.546 -0.061 0.010 0.177 0.08
H -10.398 8.584 3.963 -0.297 0.077 -0.021 0.09
C -4.002 9.444 -2.006 0.857 -0.074 0.582 0.00
O -5.478 6.178 3.584 1.813 -1.231 -0.294 0.19
H -5.004 3.277 -6.043 0.276 -0.186 0.134 0.14
C -7.150 -0.421 -4.107 -0.117 0.351 0.128 -0.08
O -6.094 6.525 -0.230 -0.307 -0.522 -0.248 0.07
C -6.310 6.963 3.798 -2.053 1.760 0.545 -0.57
C -3.389 6.951 -1.908 0.591 0.342 0.271 -0.07
H -5.041 9.323 -2.307 0.006 0.081 -0.123 0.09
H -8.390 8.593 2.694 0.024 -0.924 -0.365 0.14
O -8.332 1.572 -3.774 -0.991 -0.339 -1.414 0.11
H -10.144 6.809 3.668 -0.344 0.294 -0.325 0.09
H -1.378 1.936 0.007 0.345 -0.138 0.320 0.13
H -5.966 4.366 1.284 -0.270 0.021 -0.062 0.08
H -7.747 8.777 5.613 0.058 0.239 -0.112 0.13
C -6.098 4.166 0.216 0.232 0.149 -0.039 -0.02
C -4.466 0.870 4.778 -2.201 0.605 -0.301 -0.56
C -8.371 7.973 3.600 0.918 1.649 1.049 -0.31
C -6.765 0.738 4.402 1.688 0.742 -0.587 -0.06
O -3.348 0.556 4.944 0.878 -0.219 -0.091 0.18
H -6.742 5.097 -1.570 -0.497 0.353 0.098 0.12
O -8.143 6.973 0.434 -0.452 1.068 0.578 0.08
H -8.136 3.276 4.543 0.158 0.173 -0.131 0.10
H -3.341 9.539 -2.869 -0.127 -0.058 -0.109 0.09
C -6.815 5.302 -0.503 0.739 -0.620 0.607 -0.26
O 1.107 2.721 3.209 0.081 0.085 0.080 0.17
O -7.618 6.757 3.453 -0.125 0.779 -0.098 0.05
O -3.165 11.573 1.524 0.822 -0.773 0.085 0.06
H -7.407 -1.407 -3.738 0.129 -0.153 0.149 0.13
O -5.489 0.002 4.458 -0.503 0.741 0.722 0.03
C -7.055 3.307 4.353 0.129 -0.241 0.759 -0.03
H -5.482 10.759 0.654 0.112 -0.253 -0.011 0.07
H -9.303 -0.166 -4.252 0.135 0.081 -0.002 0.15
H -4.229 6.275 -1.821 -0.020 -0.002 -0.030 0.10
H -8.503 5.003 0.877 0.020 0.006 0.119 0.13
C -2.049 2.952 1.855 0.316 -0.985 0.849 -0.28
C -9.768 7.724 4.126 1.043 -1.038 0.483 -0.02
O -4.312 4.847 -3.844 0.215 -0.635 0.256 0.03
O -6.188 6.022 -3.532 -1.104 2.065 0.498 0.18
H -6.588 3.212 0.033 -0.191 0.075 0.127 0.08
H -8.947 5.530 -0.774 -0.199 0.073 0.174 0.14
O -4.954 2.158 4.842 -0.976 -0.713 0.833 0.05
O -6.153 8.163 4.442 -0.546 -0.254 -0.440 0.04
H -5.086 4.061 -0.186 -0.393 0.190 -0.219 0.06
C -5.640 5.087 -3.962 1.504 -2.098 -0.354 -0.62
H -6.384 -0.500 -4.874 0.020 -0.021 -0.099 0.13
O -2.365 8.442 -0.435 -0.509 0.314 -0.624 0.09
H -5.820 12.224 1.544 0.288 0.003 0.061 0.09
H -2.183 4.177 0.123 -0.098 0.241 0.054 0.09
H -8.720 1.729 -6.193 -0.041 0.066 0.246 0.09
O -6.422 8.404 0.842 -0.596 1.352 0.670 0.15
C -8.387 0.343 -4.564 -0.705 0.489 -0.022 -0.27
H -5.624 2.098 -4.810 0.099 -0.034 -0.288 0.11
C -2.058 10.754 1.629 0.872 0.217 -0.428 -0.51
O -0.714 7.100 0.150 4.830 -0.876 2.544 0.23
O -6.656 0.387 -3.046 1.119 -1.200 0.061 0.07
O -0.925 3.498 2.599 -0.082 -0.564 -0.559 0.09
O -2.261 6.376 -1.226 -0.452 -0.692 -1.205 0.06
H -7.373 9.842 4.168 0.262 0.191 0.344 0.11
H -2.896 4.917 1.573 0.040 0.028 0.140 0.10
H -3.081 3.382 -4.468 0.055 -0.550 0.152 0.14
O -6.226 4.051 -4.570 0.125 -0.961 -0.656 0.06
H -6.626 4.218 4.763 -0.181 0.082 0.070 0.07
C -5.193 3.082 -4.987 -1.302 0.459 0.547 -0.06
H -4.449 8.062 -0.461 0.772 0.332 0.384 0.11
H -4.224 11.639 3.286 0.147 -0.101 0.063 0.15
H -6.696 2.104 6.128 0.578 0.085 -0.115 0.15
H -3.741 3.609 0.752 0.444 -0.091 0.198 0.05
C -5.507 11.180 1.654 -1.201 0.625 -0.295 -0.04
C 0.114 2.633 2.572 -0.355 -0.287 -0.637 -0.54
H -3.994 9.281 3.615 0.004 -0.247 0.034 0.12
O -7.105 2.301 -2.121 1.463 4.812 4.463 0.22
H -4.156 2.924 -3.057 0.054 -0.195 -0.070 0.14
H -9.686 7.470 5.190 -0.239 0.289 -0.035 0.09
C -3.752 9.606 2.611 0.164 0.826 0.087 -0.08
C -8.451 0.686 -6.035 0.087 0.083 -0.816 -0.02
H -3.135 7.105 -2.960 -0.006 -0.017 0.064 0.13
```
Forces are in eV/Å.

charge	0
HOMO-LUMO gap	0.3678	Eh
maximum force	6.7	eV/Å
HOMO level	-0.3702	Eh

=====

Computed, not measured: a molecular structure, C31H47As3N5O3SZn, with wB97M-V/def2-TZVPD.

The geometry in XYZ format:
```
91
Properties=species:S:1:pos:R:3:forces:R:3:lowdin_charge:R:1
H 2.207 4.401 -0.513 -0.063 0.001 -0.037 0.12
H -3.284 -7.072 1.305 0.016 0.004 0.023 0.02
C -2.355 -4.983 -0.980 0.029 -0.040 0.045 -0.04
As 0.480 -2.757 0.031 -0.172 0.011 -0.026 1.17
H -1.327 3.056 -2.538 0.074 0.079 0.038 0.11
H -1.638 -4.214 3.474 -0.058 0.040 0.009 0.01
H -2.800 -2.860 3.519 0.003 -0.071 0.024 0.01
C 1.117 -0.368 -3.464 -0.185 -0.090 0.130 -0.16
O 1.567 2.210 0.417 -0.021 0.261 -0.128 -0.30
H -3.290 -5.155 -1.519 0.049 0.011 0.016 0.10
H 0.806 -4.783 -1.410 0.035 -0.118 0.036 0.04
C 1.324 5.798 -1.900 0.003 0.087 -0.070 -0.02
H -2.164 -5.853 -0.350 -0.018 0.039 -0.045 0.07
C -2.449 -3.698 -0.149 -0.034 0.055 0.036 -0.64
Zn -0.177 -0.267 0.205 -0.332 -0.685 0.008 0.42
N 0.073 -1.215 -3.235 -0.144 0.302 -0.093 0.10
C -1.386 0.725 2.959 -0.152 0.111 -0.213 -0.39
N -0.494 -0.003 2.263 0.427 -0.118 0.168 0.09
H 2.714 -3.419 0.983 0.067 0.003 0.001 0.04
C -0.591 3.834 -2.363 0.138 -0.022 -0.006 -0.04
N 0.526 0.820 -1.402 -0.067 0.236 -0.342 -0.19
H -4.564 0.676 0.188 -0.060 0.089 0.018 0.03
H -2.965 -4.207 4.653 0.021 0.008 -0.021 0.01
H -2.094 0.237 -2.759 0.139 -0.015 -0.099 0.00
H 2.074 6.561 -1.728 -0.043 -0.011 0.003 0.12
H 4.123 2.027 -4.022 -0.036 -0.002 0.021 0.11
H -3.213 1.289 -1.864 0.038 -0.024 -0.013 0.03
C -0.195 -2.127 -4.135 -0.026 0.236 -0.246 -0.18
C -2.840 -6.474 2.101 0.003 -0.065 -0.026 -0.35
C -4.370 -0.389 0.287 0.094 -0.024 0.276 -0.29
C -0.255 -0.373 4.588 -0.115 0.175 -0.043 -0.01
C -1.188 -3.526 0.723 -0.167 0.129 -0.145 -0.35
C -2.976 0.258 -2.130 0.070 0.020 0.042 -0.27
H 0.273 -3.104 -6.010 0.013 0.047 0.038 0.11
H 2.232 -1.618 -6.426 -0.037 0.009 0.027 0.12
C 1.411 4.593 -1.222 0.006 -0.009 -0.045 -0.05
C 0.292 6.043 -2.803 -0.008 0.073 -0.016 -0.25
H -1.795 -6.271 1.869 -0.008 -0.008 0.010 0.01
H -1.460 5.218 -3.741 0.063 0.001 0.053 0.12
C -0.658 5.042 -3.030 -0.020 0.039 -0.055 -0.02
H -3.824 -0.184 -2.649 -0.039 -0.028 -0.010 0.04
C -3.690 -3.749 0.774 0.175 -0.106 -0.184 -0.38
H -4.425 -0.660 1.336 -0.036 -0.012 0.077 0.01
C -2.636 -2.543 -1.158 0.120 -0.020 0.176 -0.34
H -3.535 -2.703 -1.755 -0.112 -0.015 -0.001 0.09
C 1.394 0.669 -2.514 0.069 -0.092 0.537 -0.24
H -1.054 -2.768 -3.936 0.038 0.019 -0.048 0.11
H 1.589 -4.797 0.918 0.021 -0.091 -0.019 0.04
H -1.551 -4.917 -1.717 -0.049 -0.005 0.044 0.07
C 0.180 7.374 -3.500 0.013 -0.060 0.028 -0.04
C 3.014 0.405 -4.824 -0.028 -0.128 -0.070 -0.04
H -2.752 2.209 2.961 -0.017 -0.009 0.020 0.11
O 1.190 -1.433 2.947 -0.108 0.122 -0.008 0.05
H -0.180 7.256 -4.523 0.018 -0.003 0.034 0.08
H -2.193 0.595 6.172 -0.001 -0.039 0.032 0.10
C 1.694 -3.745 1.170 0.109 0.148 0.078 -0.28
C -2.174 1.199 5.271 0.097 -0.018 -0.137 -0.01
H -4.566 -3.981 0.162 -0.017 0.011 -0.029 0.07
H 2.758 2.215 -1.989 -0.005 -0.075 -0.082 0.10
H 3.616 0.307 -5.721 -0.041 -0.013 0.072 0.12
H -5.105 -0.948 -0.281 -0.137 -0.055 -0.048 0.04
H -3.201 1.298 4.919 0.012 -0.036 -0.009 0.09
N -2.256 1.555 2.381 0.085 -0.062 0.056 0.23
C 0.449 3.626 -1.460 -0.031 -0.022 -0.350 -0.30
H 1.138 7.893 -3.526 -0.049 -0.046 0.000 0.08
As -3.914 -4.865 2.402 -0.069 0.018 0.011 1.15
H -2.885 -7.055 3.021 0.003 -0.006 0.002 0.02
H 0.258 -3.422 -2.429 0.184 -0.222 0.369 -0.03
H -1.780 2.185 5.522 0.031 0.028 -0.011 0.10
C 0.551 -2.321 -5.315 -0.159 -0.123 0.020 -0.04
O -0.860 2.069 0.086 0.212 -0.049 -0.036 -0.41
H -1.786 -2.523 -1.847 -0.012 -0.046 -0.093 0.03
H -1.975 1.880 1.460 0.030 0.061 -0.136 0.06
H 0.517 0.119 5.180 0.037 0.015 0.017 0.15
C 0.271 -0.693 3.197 -0.059 -0.045 -0.166 -0.45
H 1.927 -3.481 -1.854 0.050 0.010 -0.066 0.05
H -1.413 -2.847 1.547 -0.042 0.047 0.117 0.04
N -1.356 0.523 4.277 0.034 -0.146 0.292 -0.08
H -0.580 -1.275 5.105 -0.030 -0.057 -0.010 0.14
C 3.284 1.355 -3.891 -0.001 0.071 0.100 -0.06
H -3.871 -2.754 1.186 -0.012 0.069 0.014 0.02
C 0.896 -3.718 -1.600 -0.138 0.032 -0.128 -0.28
H 1.463 -3.572 2.214 -0.016 0.004 0.026 0.01
H -0.924 -4.478 1.173 0.001 -0.147 0.056 0.06
C 1.932 -0.485 -4.615 0.008 0.003 -0.070 -0.15
C 1.616 -1.505 -5.541 0.127 0.089 -0.023 0.00
C 2.487 1.472 -2.731 0.059 0.139 0.116 -0.02
As -2.619 -0.709 -0.484 0.091 -0.043 -0.422 1.16
C -2.683 -3.942 3.634 0.074 0.035 0.026 -0.35
H -0.531 8.016 -2.974 0.022 -0.024 -0.020 0.09
S 0.480 2.151 -0.533 -0.030 0.157 0.502 0.57
```
Forces are in eV/Å.

charge	+1
HOMO-LUMO gap	0.3057	Eh
maximum force	0.8	eV/Å
HOMO level	-0.3742	Eh

=====

Short version: molar mass = 815.21, 802.69, 859.97 g/mol, in the order given.
Short version: ΔE to the lowest compared entry with this formula, charge and spin = 113.40, 137.09, 73.92 kJ/mol, in the order given.